[1]
173
Properties=species:S:1:pos:R:3 method="wB97M-V/def2-TZVPD" smiles="O=S1(=O)CCCC1.O=S1(=O)CCCC1.O=S1(=O)CCCC1.O=S1(=O)CCCC1.O=S1(=O)CCCC1.O=S1(=O)CCCC1.O=S1(=O)CCCC1.O=S1(=O)CCCC1.COC[C@H](C)N.CC(C)O.CC(C)O.CC(C)O" homo_lumo_gap_ev=9.3 homo_ev=-9.23 e_above_lowest_kcal_mol=112.82 multiplicity=1
O -3.21461 -0.82785 -5.97254
S -2.59362 -0.16817 -4.85457
O -1.22021 0.39970 -4.88381
C -3.71620 1.01416 -3.87204
C -4.54814 0.11809 -2.91181
C -3.98855 -1.27587 -2.75170
C -2.57748 -1.38227 -3.36086
H -4.28506 1.64553 -4.55459
H -2.98183 1.49917 -3.22894
H -4.56441 0.57625 -1.92292
H -5.61028 0.03996 -3.14387
H -4.59639 -1.96898 -3.33327
H -3.86048 -1.57609 -1.71172
H -2.44719 -2.35980 -3.82516
H -1.73017 -1.25509 -2.68708
O 4.57718 -6.55149 -1.28094
S 4.26680 -5.09097 -1.45450
O 3.03812 -4.83453 -2.22657
C 4.21984 -4.38976 0.20891
C 5.75061 -3.90726 0.52514
C 6.08309 -3.14217 -0.80676
C 5.65542 -3.98922 -1.96220
H 3.73063 -4.97562 0.98708
H 3.58479 -3.50964 0.10784
H 5.76469 -3.20345 1.35735
H 6.43509 -4.70982 0.79987
H 7.07747 -2.69623 -0.78568
H 5.50844 -2.21661 -0.77191
H 6.45396 -4.61059 -2.36758
H 5.40718 -3.26393 -2.73707
O 4.18703 -0.94502 -6.36086
S 2.84649 -1.31757 -5.84101
O 2.60880 -1.76787 -4.46826
C 1.79404 0.13867 -6.28614
C 1.73782 0.11551 -7.76739
C 1.31284 -1.40014 -8.12523
C 2.08594 -2.42269 -7.16929
H 2.22547 1.03092 -5.83242
H 0.85478 -0.05717 -5.76889
H 0.86067 0.65205 -8.12910
H 2.67333 0.40047 -8.24878
H 1.52798 -1.52139 -9.18689
H 0.23667 -1.42873 -7.95456
H 2.87176 -3.05883 -7.57661
H 1.42295 -3.18594 -6.76186
O -5.62719 1.19145 3.56109
S -6.42015 0.09610 2.89826
O -7.87807 -0.08675 3.07280
C -6.01259 -0.02223 1.08837
C -5.20962 -1.21452 0.80479
C -5.47711 -2.26499 1.93705
C -5.55578 -1.54540 3.34292
H -5.53164 0.94691 0.95584
H -6.85932 0.03900 0.40470
H -5.50227 -1.57108 -0.18280
H -4.14717 -0.98183 0.73297
H -4.81510 -3.13056 1.96241
H -6.44319 -2.71607 1.71052
H -4.58527 -1.19040 3.68961
H -6.07884 -1.98390 4.19275
O 0.83938 -5.05360 6.03323
S 0.45464 -3.94017 5.10151
O 0.57466 -2.57478 5.61203
C 1.30478 -3.90241 3.50339
C 0.38289 -4.59455 2.55974
C -1.06164 -4.15594 2.92012
C -1.15987 -4.37779 4.42040
H 2.32102 -4.29158 3.44103
H 1.28407 -2.84107 3.25594
H 0.70033 -4.42801 1.53038
H 0.52975 -5.66035 2.73468
H -1.88844 -4.58282 2.35243
H -1.28899 -3.12740 2.63990
H -1.34950 -5.44580 4.52764
H -1.94778 -3.81127 4.91675
O -2.84744 3.91432 4.24567
S -2.94572 3.35517 5.60469
O -3.96739 3.69910 6.53566
C -2.91057 1.51500 5.36581
C -1.40324 1.35936 5.08362
C -0.52286 2.44200 5.66285
C -1.32908 3.49272 6.45042
H -3.54791 1.24600 4.52347
H -3.27252 0.97224 6.23903
H -1.12002 0.45625 5.62425
H -1.15180 1.33964 4.02320
H -0.05544 2.99734 4.84970
H 0.30316 2.06189 6.26395
H -1.02069 4.53819 6.44966
H -1.57112 3.05675 7.41967
O 8.26499 2.13443 -3.87549
S 6.90660 2.42636 -3.28842
O 6.59919 3.80743 -3.06774
C 5.61648 1.80282 -4.44399
C 4.45102 1.41583 -3.49773
C 5.12150 0.70732 -2.17973
C 6.51869 1.36971 -1.81175
H 6.07401 0.96486 -4.96992
H 5.29744 2.54997 -5.17069
H 3.80435 2.26338 -3.27061
H 3.79234 0.69159 -3.97703
H 5.34015 -0.30507 -2.51936
H 4.36770 0.67739 -1.39296
H 7.49695 0.91106 -1.66773
H 6.43295 2.04902 -0.96364
O -5.49674 2.63899 -0.80174
S -4.35382 3.42688 -0.31799
O -2.96130 2.99612 -0.68838
C -4.51697 5.23494 -0.65339
C -4.83788 5.98355 0.75530
C -4.24799 5.10880 1.85919
C -4.47282 3.62539 1.49675
H -5.12776 5.43388 -1.53399
H -3.46818 5.41289 -0.89103
H -4.45475 7.00274 0.80601
H -5.92027 6.10453 0.79890
H -4.47488 5.37478 2.89160
H -3.16176 5.18240 1.80636
H -5.51996 3.40890 1.70823
H -3.89634 2.83435 1.97636
C -1.89679 0.72065 1.38591
O -0.99123 -0.20846 0.75096
C -0.44456 0.30044 -0.46719
C 0.62946 -0.73451 -0.90064
C 1.69190 -1.24625 0.16132
N 1.27419 -0.18719 -2.09242
H -2.33130 0.19959 2.23902
H -2.77386 1.05933 0.83441
H -1.29881 1.59593 1.63972
H -1.30492 0.30850 -1.13637
H 0.00190 1.29126 -0.38317
H 0.03690 -1.60643 -1.17763
H 2.31761 -0.56813 0.74161
H 2.27613 -1.83178 -0.54856
H 1.27513 -1.91271 0.91646
H 0.50088 0.12537 -2.66198
H 1.81930 -0.73166 -2.74549
C 4.50192 2.18995 5.08707
C 3.77868 2.36328 3.74573
C 3.03589 1.03481 3.44837
O 2.81149 3.33442 4.01650
H 5.23994 2.97713 5.24126
H 4.86133 1.16882 5.21444
H 3.81470 2.34637 5.91855
H 4.36909 2.65536 2.87728
H 2.35503 0.71232 4.23611
H 3.85861 0.35511 3.22648
H 2.40991 1.27425 2.58877
H 3.28671 4.06474 4.41949
C 0.68453 4.01594 1.29410
C -0.42269 5.07673 1.53260
C -0.08858 6.23064 2.43916
O -0.68161 5.52738 0.22055
H 0.53532 3.26722 0.51612
H 0.53253 3.40892 2.18659
H 1.67447 4.46957 1.34245
H -1.18905 4.53731 2.08922
H 0.46655 7.02585 1.94161
H 0.42558 5.85470 3.32370
H -0.94551 6.85615 2.68919
H -1.01816 6.41502 0.36349
C 0.25102 -4.00413 -3.38068
C -0.44744 -4.37829 -2.10051
C -1.58889 -5.27772 -2.41278
O 0.53197 -4.83880 -1.25014
H -0.42704 -3.22993 -3.73978
H 0.43542 -4.80973 -4.09139
H 1.20396 -3.49548 -3.23483
H -0.79024 -3.40677 -1.74451
H -2.24905 -4.92761 -3.20633
H -2.17729 -5.22827 -1.49657
H -1.43123 -6.35581 -2.44350
H 1.38350 -4.86223 -1.69279

[2]
6
Properties=species:S:1:pos:R:3 method="wB97M-V/def2-TZVPD" homo_lumo_gap_ev=8.7 homo_ev=-10.30 e_above_lowest_kcal_mol=23.19 multiplicity=1
N 0.31933 -0.65397 -2.42547
O -0.17961 1.21633 0.38550
S -1.00906 -0.78208 -2.97292
Br -1.41084 -2.92378 -3.58649
H -0.08695 2.18565 0.69004
H 0.06184 1.21799 -0.57909

[3]
11
Properties=species:S:1:pos:R:3 method="wB97M-V/def2-TZVPD" homo_lumo_gap_ev="7.6 / 7.6" homo_ev="-9.34 / -9.34" e_above_lowest_kcal_mol=124.53 multiplicity=1
C -1.56361 0.28421 -0.26087
C -0.16703 -0.13308 -0.55721
C 0.45697 0.15106 1.49780
O 1.05299 0.23900 2.46238
C 2.20571 -0.43386 -0.15650
N 3.34695 -0.58666 -0.35709
H -2.06388 -0.36223 0.46176
H -2.07384 0.17984 -1.23309
H -1.64061 1.32927 0.04396
H 0.41789 0.51954 -1.19093
H 0.02846 -1.18709 -0.71021

[4]
83
Properties=species:S:1:pos:R:3 method="wB97M-V/def2-TZVPD" homo_lumo_gap_ev=6.3 total_charge=+1 homo_ev=-10.57 e_above_lowest_kcal_mol=58.18 multiplicity=1
Ir 0.62368 -0.75764 0.17215
N 3.61518 -1.36104 3.41385
C 2.86368 -1.24014 2.29795
S 1.13068 -0.95164 2.50175
N 3.37428 -1.29844 1.11405
N 2.60648 -1.08104 0.07215
C 3.14348 -1.04614 -1.16295
C 2.28088 -0.82654 -2.22925
C 2.67978 -0.82984 -3.59395
C 1.74708 -0.68884 -4.57905
C 0.39058 -0.55714 -4.22105
C 0.05398 -0.55344 -2.88625
N 0.94638 -0.64364 -1.90275
H 3.14988 -1.56944 4.28095
H 4.56588 -1.67724 3.31105
H 4.20808 -1.18454 -1.27405
H 3.72518 -0.96164 -3.82315
H 2.03158 -0.69274 -5.61915
H -0.37722 -0.45334 -4.97005
H -0.98382 -0.47884 -2.58945
C -0.59112 1.95386 1.82275
C -1.89972 1.18686 1.66215
P -1.66182 -0.35554 0.63615
C -2.71642 -0.06264 -0.82115
C -3.50962 -1.09394 -1.31775
C -4.29032 -0.88634 -2.44025
C -4.26222 0.33796 -3.09055
C -3.45942 1.36216 -2.61355
C -2.68352 1.15776 -1.48885
C -2.68252 -1.54554 1.55465
C -2.21052 -2.79514 1.92835
C -3.03752 -3.65544 2.63025
C -4.32472 -3.26704 2.95985
C -4.80402 -2.02464 2.57125
C -3.98692 -1.16374 1.86785
P 0.25418 2.17376 0.17095
C 2.05028 2.06626 0.51065
C 2.63228 2.02936 1.77415
C 4.00998 2.01126 1.90155
C 4.81968 2.05126 0.77915
C 4.24918 2.09636 -0.48245
C 2.87358 2.09006 -0.61655
C 0.09758 4.01906 0.03545
C 1.10668 4.84696 0.52605
C 0.95968 6.22196 0.50545
C -0.18852 6.79576 -0.01155
C -1.18822 5.97996 -0.51695
C -1.04722 4.60256 -0.49955
H 0.06738 1.35836 2.45895
H -0.76222 2.92426 2.29545
H -2.67702 1.80456 1.20385
H -2.26442 0.87186 2.64565
H -3.51322 -2.05274 -0.82255
H -4.91312 -1.68384 -2.81315
H -4.85812 0.49036 -3.97605
H -3.42502 2.31136 -3.12725
H -2.02432 1.93916 -1.13375
H -1.21022 -3.08344 1.64175
H -2.67652 -4.62914 2.92335
H -4.95912 -3.93314 3.52175
H -5.81352 -1.73044 2.81435
H -4.35692 -0.20004 1.54655
H 2.02508 2.01756 2.66445
H 4.44718 1.97976 2.88695
H 5.89308 2.05156 0.89025
H 4.88138 2.15436 -1.35645
H 2.41678 2.11246 -1.59765
H 2.00988 4.42556 0.94045
H 1.74748 6.84536 0.90205
H -0.29812 7.86916 -0.02805
H -2.08392 6.42076 -0.92585
H -1.84562 3.99476 -0.90445
C -0.11942 -5.03024 -0.99275
C 0.87918 -4.10274 -0.27305
C 1.47108 -4.82754 0.95695
O 0.21938 -2.97844 0.10265
H 0.38908 -5.92764 -1.32565
H -0.53892 -4.50184 -1.84445
H -0.92762 -5.29324 -0.31635
H 1.71138 -3.88434 -0.96975
H 0.66678 -5.08324 1.63955
H 2.17338 -4.17594 1.47145
H 1.98408 -5.73294 0.65045

[5]
57
Properties=species:S:1:pos:R:3 method="wB97M-V/def2-TZVPD" smiles=COC[C@H](C)N.COC[C@H](C)N.COC[C@H](C)N.CO homo_lumo_gap_ev=9.7 homo_ev=-8.91 e_above_lowest_kcal_mol=21.05 multiplicity=1
C -1.03792 3.97420 2.39970
O -2.11838 4.37838 1.59555
C -1.75436 5.06277 0.37307
C -2.94744 5.55192 -0.45155
C -3.89759 6.37522 0.37313
N -3.56451 4.34094 -1.00091
H -0.33015 3.23387 1.90458
H -1.54011 3.48220 3.26646
H -0.46946 4.85055 2.66637
H -1.10573 5.89829 0.55325
H -1.19838 4.23741 -0.14831
H -2.51726 6.18607 -1.24808
H -4.21224 5.85920 1.27173
H -4.72507 6.70160 -0.22068
H -3.28706 7.19143 0.69937
H -3.47670 3.65248 -0.24132
H -4.47595 4.53155 -1.39813
C 2.77357 -4.75344 -0.72356
O 1.58768 -4.44728 -1.45102
C 1.82847 -3.23763 -2.18660
C 0.51155 -2.87621 -2.93258
C 0.24740 -3.78927 -4.11619
N 0.62289 -1.51195 -3.40793
H 3.59504 -4.91265 -1.41442
H 2.67167 -5.74831 -0.22514
H 3.07808 -3.92499 -0.09050
H 2.07013 -2.35705 -1.44805
H 2.63848 -3.36199 -2.93495
H -0.30079 -2.99166 -2.25068
H 0.58658 -4.79142 -3.91062
H 0.57244 -3.44439 -5.06657
H -0.86402 -3.87747 -4.25232
H 0.71805 -0.78655 -2.67204
H -0.23043 -1.18101 -3.88446
C 2.50634 -4.39431 3.29732
O 1.77887 -3.56090 2.38881
C 1.52392 -2.28148 2.91043
C 1.54801 -1.27984 1.75389
C 1.33627 0.11511 2.26544
N 0.67703 -1.65645 0.61689
H 3.39666 -3.82322 3.58025
H 2.76825 -5.35540 2.91155
H 1.92876 -4.53429 4.23613
H 0.54896 -2.24315 3.47585
H 2.37997 -1.96442 3.59628
H 2.55567 -1.30336 1.40029
H 2.15624 0.45074 2.95937
H 0.35237 0.22591 2.73744
H 1.29867 0.85690 1.47512
H 1.10370 -2.50041 0.14257
H -0.23877 -1.86324 0.99495
C -1.37358 1.45926 -1.56189
O -0.43035 1.26469 -0.51068
H -1.34711 2.46613 -1.92688
H -1.12393 0.90452 -2.44721
H -2.39060 1.19100 -1.34085
H -0.40383 0.31139 -0.38169

[6]
108
Properties=species:S:1:pos:R:3 method="wB97M-V/def2-TZVPD" smiles="CCCN[C@]1(CC(C)C)NC(=O)C[C@@H]1/C(I)=C(/C)I.C[C@@H]1COC(=O)O1.C[C@@H]1COC(=O)O1.C[C@@H]1COC(=O)O1.C[C@@H]1COC(=O)O1.C[C@@H]1COC(=O)O1" homo_lumo_gap_ev=8.1 homo_ev=-8.48 multiplicity=1
C -1.35556 -0.44920 0.82720
C -1.97826 0.69735 -0.00711
C -3.46339 0.52329 -0.39118
N -4.31720 1.30622 0.52074
C -4.76037 0.60824 1.71859
C -3.99895 1.35069 2.89465
C -4.12945 2.88223 2.91512
C -2.96591 3.61083 2.20840
C -4.06944 3.30955 4.40429
N -4.32457 -0.78074 1.88763
C -5.38269 -1.67120 1.90400
O -5.30083 -2.81248 2.13735
C -6.68140 -0.91948 1.52057
C -6.27512 0.47497 2.01384
C -7.23845 1.62756 1.84383
I -7.74385 2.61674 3.67792
C -7.81292 2.07122 0.76625
C -8.75070 3.22488 0.66190
I -7.46437 1.13612 -1.13051
H -1.99717 -1.31919 0.89935
H -1.10564 -0.08723 1.82084
H -0.40900 -0.75572 0.38586
H -1.40021 0.74729 -0.92695
H -1.84266 1.65309 0.47813
H -3.76425 -0.51812 -0.50807
H -3.57046 0.97880 -1.37455
H -5.06650 1.79480 0.05450
H -2.94510 1.13263 2.73937
H -4.34515 0.91604 3.83680
H -5.04539 3.24260 2.45561
H -2.91615 4.63134 2.57668
H -3.22379 3.69272 1.15778
H -2.01841 3.09150 2.30161
H -4.98315 3.07856 4.94097
H -3.82099 4.36294 4.45585
H -3.26314 2.74485 4.86872
H -3.78212 -0.96507 2.72507
H -7.47021 -1.33957 2.12825
H -6.70207 -1.09452 0.45271
H -6.26223 0.30985 3.09021
H -8.61567 3.95467 1.44782
H -8.51924 3.73113 -0.27374
H -9.77919 2.89854 0.55811
C 4.67191 -0.69206 0.83020
C 3.47159 -0.22450 0.04436
C 3.80028 0.74920 -1.05860
O 2.57933 1.50020 -1.16817
C 1.97977 1.46227 0.04913
O 1.04431 2.11718 0.38031
O 2.58774 0.55765 0.85814
H 4.35578 -1.22779 1.72583
H 5.29598 -1.35116 0.22635
H 5.27424 0.15619 1.16099
H 2.90362 -1.08219 -0.32209
H 4.04225 0.26441 -2.00249
H 4.60324 1.43742 -0.79171
C 6.34323 6.22605 -3.20051
C 5.84827 4.92902 -2.61253
C 4.66945 5.06898 -1.68527
O 4.83587 3.93621 -0.82060
C 6.16421 3.65677 -0.77842
O 6.66808 2.90087 -0.00850
O 6.83313 4.34871 -1.73228
H 7.30105 6.07796 -3.69915
H 5.62803 6.61958 -3.92202
H 6.50289 6.97213 -2.41935
H 5.64554 4.20959 -3.40725
H 3.71338 5.02327 -2.20152
H 4.70546 5.97496 -1.07504
C 7.81960 -0.10284 -4.98908
C 7.04123 0.79446 -5.91926
C 7.88900 1.66795 -6.81026
O 7.02396 2.78809 -7.04333
C 6.20275 2.88848 -5.96853
O 5.49646 3.81712 -5.73658
O 6.29848 1.78345 -5.18518
H 7.15660 -0.55518 -4.25186
H 8.32003 -0.89530 -5.54534
H 8.56952 0.46589 -4.43679
H 6.32722 0.20614 -6.50224
H 8.16001 1.18859 -7.74812
H 8.79372 2.02981 -6.31605
C -3.79711 -5.09535 3.30510
C -2.62175 -5.69158 2.56893
C -1.85033 -6.73925 3.33066
O -0.54254 -6.63391 2.74651
C -0.40452 -5.35900 2.30604
O 0.62327 -4.88024 1.93807
O -1.59229 -4.70894 2.33130
H -4.17526 -4.22018 2.76242
H -4.59787 -5.82979 3.40033
H -3.51202 -4.75727 4.30456
H -2.94842 -6.06888 1.59519
H -2.24801 -7.74317 3.20059
H -1.77083 -6.51858 4.39728
C 0.31589 -6.60209 0.10706
C 1.33757 -5.51238 -0.10108
C 0.81202 -4.11554 0.09499
O 1.68110 -3.34910 -0.75554
C 2.09690 -4.17121 -1.75258
O 2.66663 -3.81094 -2.73264
O 1.77189 -5.46113 -1.47484
H 0.70540 -7.56177 -0.23318
H 0.05032 -6.68306 1.16167
H -0.58902 -6.40247 -0.47022
H 2.21781 -5.69687 0.52050
H 0.87982 -3.77627 1.12611
H -0.21453 -3.98727 -0.25882

[7]
24
Properties=species:S:1:pos:R:3 method="wB97M-V/def2-TZVPD" smiles=O.O.O.O.O.O.O.O homo_lumo_gap_ev=10.1 homo_ev=-10.28 e_above_lowest_kcal_mol=46.30 multiplicity=1
O -2.67537 -0.30018 -0.03850
H -2.16385 -1.05223 -0.33684
H -3.00560 -0.56047 0.82140
O 0.55777 -2.14153 2.19682
H 0.23425 -2.83817 2.76801
H -0.15171 -1.49931 2.17608
O -1.10104 -2.40831 -0.86709
H -0.51785 -2.46807 -1.62376
H -0.83966 -3.13727 -0.30448
O 4.05686 0.55824 0.17610
H 3.67997 0.85267 1.00525
H 3.30636 0.47326 -0.41192
O 2.24858 0.10649 -1.89556
H 2.54289 -0.62711 -2.43542
H 1.88827 0.73526 -2.52090
O -4.33054 1.13113 -1.56869
H -4.50043 1.90478 -1.03127
H -3.63571 0.66430 -1.10445
O -0.04499 0.69049 0.32671
H -0.98034 0.70188 0.12368
H 0.33499 0.10182 -0.32545
O 2.07753 2.94194 1.60953
H 1.69660 3.81477 1.70598
H 1.32299 2.35551 1.55466